Entry 1:
Below is one molecule with the formula CF2O3S in a non-equilibrium geometry, with properties calculated with wB97M-V/def2-TZVPD.

Computed properties:
**Orbital gap**: 0.435 Ha
**HOMO**: -13.0 eV
**Structure (SMILES)**: O=C(F)S(=O)(=O)F
**Multiplicity**: 1
**Relative energy (zero: lowest compared OMol25 entry of this formula, charge and spin)**: 1.794 eV
**Charge**: 0

Last column: Löwdin charge in e.
Atoms and positions in Å:
C1 -0.978 0.114 0.132  -0.54
O1 -1.642 0.248 1.073  0.24
O2 1.003 -0.923 -1.193  -0.19
O3 1.280 -0.547 1.230  -0.18
F1 -1.567 -0.007 -1.053  0.13
F2 1.187 1.352 -0.187  -0.18
S1 0.718 -0.237 -0.003  0.72

---

Entry 2:
Below is C41H30Cl2N4O2P2PdSSe2 as an isolated structure, with properties calculated with wB97M-V/def2-TZVPD.

Computed properties:
**Orbital gap (alpha / beta)**: 0.253 / 0.154 Ha
**HOMO (alpha / beta)**: -9.8 / -9.8 eV
**Multiplicity**: 6
**Relative energy (zero: lowest compared OMol25 entry of this formula, charge and spin)**: 0.000 eV
**Charge**: +1

Last column: Löwdin spin population.
Atoms and positions in Å:
Pd1 0.504 2.630 0.150  1.28
Se1 0.975 -3.228 -1.505  0.77
P1 -0.907 -2.409 -2.321  0.06
C1 -0.821 -2.184 -4.090  0.00
C2 -1.649 -1.208 -4.646  0.00
C3 -1.657 -1.027 -6.020  0.00
C4 -0.846 -1.813 -6.828  0.00
C5 -0.023 -2.783 -6.271  0.00
C6 -0.006 -2.970 -4.898  0.00
C7 -2.186 -3.586 -1.924  0.02
C8 -2.498 -3.830 -0.584  0.01
C9 -3.495 -4.734 -0.276  0.00
C10 -4.175 -5.395 -1.296  0.01
C11 -3.864 -5.152 -2.624  0.00
C12 -2.865 -4.245 -2.945  0.01
C13 -1.186 -0.868 -1.545  0.01
C14 -0.367 0.201 -1.223  0.01
N1 -1.159 1.095 -0.619  0.08
N2 -2.395 0.615 -0.546  0.01
N3 -2.437 -0.575 -1.111  0.01
P2 1.298 0.845 -1.370  0.13
Se2 2.649 3.014 1.236  1.90
C15 2.398 -0.401 -0.651  0.06
C16 2.081 -0.827 0.647  0.04
C17 2.934 -1.679 1.327  0.00
C18 4.106 -2.117 0.721  0.01
C19 4.433 -1.686 -0.558  0.00
C20 3.589 -0.822 -1.243  0.03
C21 1.688 1.022 -3.122  0.02
C22 1.765 -0.084 -3.972  0.01
C23 1.984 0.090 -5.328  0.00
C24 2.140 1.372 -5.844  0.00
C25 2.084 2.474 -5.005  0.00
C26 1.858 2.301 -3.645  0.00
H1 -2.275 -0.595 -4.009  0.00
H2 -2.294 -0.271 -6.459  0.00
H3 -0.855 -1.668 -7.900  0.00
H4 0.608 -3.391 -6.906  0.00
H5 0.647 -3.717 -4.460  0.00
H6 -1.976 -3.304 0.206  0.00
H7 -3.749 -4.924 0.758  0.00
H8 -4.957 -6.101 -1.049  0.00
H9 -4.399 -5.665 -3.411  0.00
H10 -2.625 -4.050 -3.982  0.00
H11 1.171 -0.477 1.128  0.00
H12 2.684 -2.000 2.330  0.00
H13 4.770 -2.785 1.252  0.00
H14 5.353 -2.016 -1.022  0.00
H15 3.859 -0.479 -2.234  0.00
H16 1.658 -1.090 -3.579  0.00
H17 2.033 -0.772 -5.980  0.00
H18 2.315 1.508 -6.903  0.00
H19 2.215 3.469 -5.406  0.00
H20 1.811 3.163 -2.992  0.00
Cl1 -0.446 5.354 6.869  0.00
C27 0.789 4.437 6.062  0.00
C28 1.935 5.092 5.654  0.00
C29 2.940 4.381 5.016  0.01
C30 2.783 3.020 4.815  0.02
C31 1.625 2.380 5.231  0.01
Cl2 1.530 0.654 5.023  0.00
C32 0.587 3.064 5.863  0.00
N4 -0.553 2.436 6.327  0.00
C33 -1.250 1.383 5.682  0.00
C34 -1.521 0.225 6.400  0.00
C35 -2.202 -0.822 5.808  0.00
C36 -2.594 -0.728 4.478  0.00
C37 -2.335 0.435 3.774  0.00
C38 -1.688 1.514 4.372  0.00
C39 -1.584 2.817 3.625  0.01
C40 -0.718 2.781 2.410  0.02
O1 -0.616 3.803 1.666  0.14
O2 -0.112 1.714 2.085  0.18
H21 2.030 6.152 5.845  0.00
H22 3.847 4.880 4.704  0.00
H23 3.578 2.424 4.389  0.00
H24 -0.950 2.791 7.183  0.00
H25 -1.164 0.146 7.419  0.00
H26 -2.408 -1.718 6.380  0.00
H27 -3.115 -1.546 4.000  0.00
H28 -2.666 0.528 2.746  0.00
H29 -1.228 3.634 4.248  0.00
H30 -2.576 3.127 3.282  0.00
S1 -1.550 4.776 -1.560  0.01
C41 -0.310 3.992 -1.252  0.10

---

Entry 3:
Below is one molecule with the formula C3H2BrNO2 in a non-equilibrium geometry, with properties calculated with wB97M-V/def2-TZVPD.

Computed properties:
**Orbital gap**: 0.347 Ha
**HOMO**: -9.2 eV
**Multiplicity**: 1
**Relative energy (zero: lowest compared OMol25 entry of this formula, charge and spin)**: 3.880 eV
**Charge**: 0

Last column: Löwdin charge in e.
Atoms and positions in Å:
C1 -1.176 0.366 0.272  -0.26
C2 -0.129 0.614 1.023  -0.55
C3 1.207 -0.539 -0.219  -0.31
N1 0.265 -0.985 -0.999  0.08
O1 2.382 -0.420 -0.137  0.12
O2 -1.068 -0.598 -0.717  -0.06
Br1 0.253 1.898 2.387  0.65
H1 -2.188 0.857 0.380  0.14
H2 0.454 -1.192 -1.991  0.19

---

Entry 4:
Below is C24H32N6NiO as an isolated structure, with properties calculated with wB97M-V/def2-TZVPD.

Computed properties:
**Orbital gap (alpha / beta)**: 0.261 / 0.264 Ha
**HOMO (alpha / beta)**: -6.5 / -6.6 eV
**Multiplicity**: 3
**Relative energy (zero: lowest compared OMol25 entry of this formula, charge and spin)**: 0.000 eV
**Charge**: 0

Last column: Löwdin spin population.
Atoms and positions in Å:
Ni1 0.326 0.456 0.006  1.70
C1 0.056 -2.167 2.808  0.00
C2 -1.215 -1.772 2.046  0.00
C3 -1.301 -2.227 0.593  0.00
N1 -0.698 -1.313 -0.380  0.05
C4 -0.966 -1.537 -1.660  0.00
C5 -1.679 -2.675 -2.096  0.00
C6 -2.133 -3.071 -3.354  0.00
C7 -1.998 -2.489 -4.595  0.00
C8 -1.303 -1.308 -4.860  0.00
C9 -0.635 -0.460 -4.010  0.00
C10 -0.450 -0.476 -2.596  0.01
N2 0.218 0.441 -1.971  0.06
C11 0.716 1.675 -2.541  0.01
C12 -0.331 2.796 -2.436  0.00
C13 -1.227 2.760 -1.184  0.00
N3 -0.549 2.283 0.007  0.04
C14 -0.900 2.687 1.212  0.00
C15 -1.984 3.549 1.478  0.02
C16 -2.390 4.172 2.655  0.00
C17 -1.788 4.236 3.895  0.02
C18 -0.605 3.594 4.251  0.00
C19 0.132 2.652 3.564  0.02
C20 -0.108 2.032 2.303  0.00
N4 0.446 0.899 1.957  0.04
C21 1.218 0.119 2.918  0.00
C22 1.312 -1.348 2.501  0.00
H1 0.271 -3.224 2.613  0.00
H2 -0.153 -2.092 3.880  0.00
H3 -1.361 -0.692 2.079  0.00
H4 -2.067 -2.212 2.568  0.00
H5 -2.361 -2.345 0.351  0.00
H6 -0.856 -3.230 0.504  0.00
H7 -1.943 -3.366 -1.312  0.00
H8 -2.691 -4.002 -3.344  0.00
H9 -2.458 -2.994 -5.435  0.00
H10 -1.277 -1.010 -5.904  0.00
H11 -0.178 0.393 -4.496  0.00
H12 1.057 1.586 -3.574  0.00
H13 1.587 1.956 -1.954  0.00
H14 -0.992 2.773 -3.306  0.00
H15 0.211 3.744 -2.472  0.00
H16 -2.093 2.117 -1.381  0.00
H17 -1.616 3.771 -1.046  0.00
H18 -2.629 3.731 0.630  0.00
H19 -3.311 4.739 2.562  0.00
H20 -2.261 4.859 4.645  0.00
H21 -0.215 3.848 5.232  0.00
H22 1.010 2.281 4.078  0.00
H23 0.753 0.181 3.908  0.00
H24 2.227 0.536 3.015  0.00
H25 2.172 -1.807 2.996  0.00
H26 1.517 -1.391 1.429  0.00
C23 2.883 -3.275 -0.939  0.00
N5 2.371 -1.925 -0.827  0.00
C24 3.077 -0.863 -0.383  0.00
N6 4.407 -1.058 -0.168  0.00
O1 2.546 0.238 -0.145  0.03
H27 2.045 -3.943 -1.117  0.00
H28 3.382 -3.596 -0.021  0.00
H29 3.576 -3.383 -1.778  0.00
H30 1.377 -1.766 -0.903  0.00
H31 4.889 -1.852 -0.548  0.00
H32 4.941 -0.236 0.050  0.00

---

Entry 5:
Below is one molecule with the formula C4H7NO2, with properties calculated with wB97M-V/def2-TZVPD.

Computed properties:
**Orbital gap**: 0.392 Ha
**HOMO**: -9.9 eV
**Structure (SMILES)**: O[C@@H]1CN=COC1
**Multiplicity**: 1
**Relative energy (zero: lowest compared OMol25 entry of this formula, charge and spin)**: 1.464 eV
**Charge**: 0

Last column: Löwdin charge in e.
Atoms and positions in Å:
O1 1.446 0.933 0.756  -0.02
C1 0.969 -0.213 0.081  -0.36
C2 -0.069 -0.966 0.904  -0.11
O2 -1.376 -0.357 0.835  -0.04
C3 -1.570 0.652 -0.039  -0.25
N1 -0.853 0.988 -1.029  0.06
C4 0.311 0.134 -1.253  -0.17
H1 0.736 1.590 0.757  0.09
H2 1.846 -0.851 -0.072  0.15
H3 -0.162 -2.000 0.557  0.13
H4 0.203 -0.964 1.962  0.13
H5 -2.477 1.204 0.207  0.13
H6 -0.014 -0.793 -1.746  0.13
H7 1.009 0.644 -1.921  0.12

---

> Among the records above, which one has the highest relative energy (zero: lowest compared OMol25 entry of this formula, charge and spin)?

C3H2BrNO2